{"formula": "C19H51BBrNO11S", "method": "the ωB97M-V functional and the def2-TZVPD basis", "energy_ha": -4633.987357, "homo_lumo_gap_ev": 10.458, "total_charge": 0, "max_force_ev_per_a": 1.47, "multiplicity": 1, "lumo_energy_ev": 0.3, "smiles": "CCB(O)N(C[C@@H](C)Br)C(=O)OS(C)(=O)=O.CCO.CCO.CCO.CCO.CCO.CCO", "elements": ["C", "C", "B", "O", "N", "C", "C", "C", "Br", "C", "O", "O", "S", "C", "O", "O", "H", "H", "H", "H", "H", "H", "H", "H", "H", "H", "H", "H", "H", "H", "H", "C", "C", "O", "H", "H", "H", "H", "H", "H", "C", "C", "O", "H", "H", "H", "H", "H", "H", "C", "C", "O", "H", "H", "H", "H", "H", "H", "C", "C", "O", "H", "H", "H", "H", "H", "H", "C", "C", "O", "H", "H", "H", "H", "H", "H", "C", "C", "O", "H", "H", "H", "H", "H", "H"], "positions_angstrom": [[-3.0334, -1.4686, 3.5333], [-3.1498, 0.0344, 3.1236], [-2.0187, 0.3549, 2.0855], [-0.7496, 0.7317, 2.5250], [-2.2249, 0.1481, 0.6454], [-1.0626, 0.2113, -0.2562], [-0.4683, -1.1395, -0.7600], [0.9798, -1.3663, -0.2929], [-1.5855, -2.6648, -0.2583], [-3.3703, 0.6961, 0.1118], [-4.1042, 1.4759, 0.6287], [-3.6050, 0.2830, -1.2089], [-4.8419, -0.7192, -1.5220], [-5.3597, -1.2910, 0.0588], [-5.8867, 0.0574, -2.1108], [-4.3123, -1.8279, -2.2512], [-4.0283, -1.9065, 3.6563], [-2.5161, -2.0828, 2.7889], [-2.5192, -1.5797, 4.4892], [-2.9598, 0.6474, 4.0105], [-4.1493, 0.2736, 2.7619], [-0.3326, -0.0466, 2.9238], [-1.3224, 0.7827, -1.1483], [-0.2487, 0.7287, 0.2464], [-0.5130, -1.1157, -1.8442], [1.6550, -1.3859, -1.1511], [1.0746, -2.3244, 0.2212], [1.3146, -0.5868, 0.3956], [-6.1493, -2.0050, -0.1901], [-5.7926, -0.4814, 0.6466], [-4.5511, -1.8121, 0.5754], [2.4170, 3.6490, 3.7862], [2.7488, 2.4816, 2.8819], [2.1011, 1.2876, 3.3275], [2.7105, 3.4018, 4.8074], [2.9333, 4.5610, 3.4850], [1.3424, 3.8485, 3.7892], [3.8166, 2.2711, 2.9032], [2.4617, 2.6950, 1.8468], [1.1509, 1.4480, 3.3051], [2.8881, 0.5074, 7.9974], [3.6501, 1.6011, 7.2717], [3.9302, 1.2543, 5.9219], [3.4528, -0.4250, 7.9755], [2.7025, 0.7809, 9.0373], [1.9253, 0.3239, 7.5147], [4.6153, 1.7731, 7.7466], [3.0855, 2.5408, 7.3052], [3.0918, 1.1128, 5.4637], [1.6715, -0.3994, -5.5115], [1.0698, -0.8269, -4.1889], [0.2608, 0.1998, -3.6038], [2.2759, 0.4989, -5.3821], [2.2998, -1.1793, -5.9346], [0.8851, -0.1685, -6.2345], [1.8540, -1.0413, -3.4637], [0.4686, -1.7335, -4.3183], [-0.4446, 0.3990, -4.2280], [0.8103, -5.7549, 3.1154], [-0.6180, -5.2891, 3.3284], [-0.8849, -4.0597, 2.6604], [1.5123, -4.9971, 3.4648], [1.0040, -6.6851, 3.6514], [1.0056, -5.9249, 2.0540], [-0.8069, -5.1067, 4.3857], [-1.3226, -6.0549, 2.9866], [-0.7423, -4.1895, 1.7155], [-1.7622, 3.8681, -2.6857], [-2.0469, 4.8464, -1.5594], [-3.3421, 4.6581, -1.0041], [-2.5112, 3.9684, -3.4716], [-0.7737, 4.0381, -3.1156], [-1.8031, 2.8378, -2.3213], [-2.0213, 5.8708, -1.9285], [-1.2876, 4.7515, -0.7741], [-3.3855, 3.7619, -0.6548], [3.5964, -0.3372, -10.4340], [3.6785, 0.2313, -9.0301], [3.6340, -0.7876, -8.0338], [2.6818, -0.9181, -10.5552], [3.6074, 0.4586, -11.1797], [4.4408, -1.0018, -10.6316], [2.8279, 0.8817, -8.8302], [4.5919, 0.8236, -8.9113], [4.3844, -1.3725, -8.1762]], "forces_ev_per_angstrom": [[-0.28, 0.05, -0.14], [0.30, -0.03, 0.20], [-0.42, -0.08, 0.22], [0.07, -0.86, -0.39], [0.47, 1.39, 0.05], [0.26, -0.60, -0.58], [0.09, 0.28, 0.18], [-0.09, -0.26, -0.03], [-0.08, -0.01, -0.10], [0.06, -0.35, -0.37], [-0.41, 0.26, 0.31], [0.30, -0.35, 0.19], [-0.67, -0.22, -0.71], [-0.29, -0.15, 0.24], [0.31, -0.01, 0.30], [0.20, 0.36, 0.17], [0.10, 0.05, 0.04], [0.01, 0.05, 0.13], [0.08, -0.03, -0.13], [-0.22, 0.02, -0.09], [0.08, -0.09, 0.01], [0.15, 0.24, 0.27], [0.01, 0.00, 0.15], [-0.23, 0.14, 0.13], [-0.03, -0.15, 0.09], [-0.03, 0.06, 0.10], [0.08, 0.11, -0.04], [-0.04, -0.03, -0.07], [0.12, 0.04, 0.03], [0.16, -0.02, -0.10], [0.02, 0.14, -0.11], [-0.06, -0.02, 0.18], [-0.11, 0.01, 0.00], [0.06, -0.04, 0.14], [0.07, 0.09, 0.00], [0.01, -0.02, -0.04], [0.00, 0.03, -0.08], [0.00, -0.04, 0.00], [0.03, -0.01, -0.01], [-0.03, 0.08, -0.10], [0.03, -0.05, -0.04], [-0.13, -0.05, -0.15], [-0.02, 0.01, 0.10], [0.02, 0.01, 0.02], [-0.01, 0.01, 0.00], [-0.02, 0.03, 0.03], [0.02, 0.03, -0.01], [0.03, 0.03, 0.08], [0.06, -0.03, -0.18], [-0.08, 0.11, 0.13], [-0.14, 0.07, -0.14], [0.06, -0.05, 0.03], [0.04, -0.03, 0.01], [0.00, -0.01, -0.04], [0.01, -0.06, -0.03], [-0.01, 0.02, 0.04], [0.06, -0.05, 0.03], [-0.02, 0.06, 0.01], [0.02, 0.08, -0.01], [0.05, 0.00, -0.16], [0.06, -0.08, 0.13], [0.00, -0.01, 0.03], [-0.01, -0.01, -0.01], [-0.01, -0.05, 0.00], [-0.03, 0.02, 0.00], [0.00, -0.03, 0.07], [-0.02, 0.10, 0.02], [-0.06, 0.02, -0.02], [-0.04, -0.20, 0.05], [0.10, 0.05, -0.04], [0.01, 0.02, 0.00], [0.01, -0.02, 0.02], [0.04, 0.00, 0.00], [-0.01, 0.02, 0.02], [0.05, 0.06, -0.04], [-0.15, -0.01, 0.04], [-0.05, -0.07, 0.04], [0.11, -0.10, -0.02], [-0.01, 0.04, -0.07], [-0.02, 0.03, -0.01], [0.02, 0.00, 0.00], [0.03, 0.04, -0.02], [0.00, 0.00, 0.04], [-0.04, 0.07, -0.02], [0.01, -0.02, 0.00]], "mulliken_charge": [-0.936, -0.183, -0.833, -0.307, 1.777, -0.069, 0.220, -0.845, -0.202, -0.420, -0.489, -0.205, 1.173, -0.735, -0.632, -0.591, 0.313, 0.188, 0.338, 0.241, 0.257, 0.268, -0.790, 0.532, 0.432, 0.084, 0.279, 0.258, 0.472, 0.304, 0.133, -0.772, -0.323, -0.492, 0.036, 0.369, 0.286, 0.317, 0.313, 0.363, -1.035, -0.214, -0.456, 0.257, 0.351, 0.296, 0.317, 0.236, 0.248, -1.116, -0.267, -0.385, 0.301, 0.301, 0.339, 0.197, 0.322, 0.236, -1.059, -0.268, -0.332, 0.267, 0.364, 0.306, 0.293, 0.275, 0.083, -0.467, -0.324, -0.550, 0.305, 0.338, -0.154, 0.322, 0.231, 0.291, -1.048, -0.201, -0.454, 0.286, 0.322, 0.327, 0.256, 0.272, 0.263]}



{"formula": "C19H51N4O8P2", "method": "the ωB97M-V functional and the def2-TZVPD basis", "e_above_lowest_kcal_mol": 0.00, "energy_ha": -2257.769380, "homo_lumo_gap_ev": 8.096, "total_charge": 1, "max_force_ev_per_a": 0.83, "multiplicity": 1, "lumo_energy_ev": -2.8, "elements": ["C", "C", "O", "C", "C", "C", "C", "C", "N", "N", "P", "N", "P", "N", "O", "H", "H", "H", "H", "H", "H", "H", "H", "H", "H", "H", "H", "H", "H", "H", "H", "H", "H", "H", "H", "H", "H", "H", "C", "O", "C", "C", "O", "C", "C", "O", "C", "H", "H", "H", "H", "H", "H", "H", "H", "H", "H", "H", "H", "H", "H", "C", "O", "C", "C", "O", "C", "C", "O", "C", "H", "H", "H", "H", "H", "H", "H", "H", "H", "H", "H", "H", "H", "H"], "positions_angstrom": [[-2.0063, -1.7748, 1.9167], [-1.9453, -3.0538, 1.0884], [-0.7227, -3.0510, 0.3621], [-0.5655, -4.1431, -0.5339], [0.5214, -3.7410, -1.5180], [0.1630, -2.4278, -2.2383], [1.2561, -1.3569, -2.1031], [1.0555, -0.7029, -0.7355], [1.7515, 0.6341, -0.4773], [2.2854, 1.1847, -1.6905], [0.5281, 1.8453, 0.2512], [0.1582, 2.9023, -0.7886], [3.3043, 0.2731, 0.5966], [3.9120, 1.7971, 0.8457], [2.4945, 0.0180, 1.9791], [-1.0124, -1.3194, 1.9300], [-2.7293, -1.0678, 1.5099], [-2.2764, -1.9749, 2.9534], [-2.7785, -3.1130, 0.3796], [-1.9865, -3.9414, 1.7279], [-1.5078, -4.3574, -1.0535], [-0.2790, -5.0423, 0.0221], [0.6568, -4.5383, -2.2502], [1.4536, -3.6383, -0.9556], [-0.7607, -2.0341, -1.8105], [-0.0445, -2.6043, -3.2941], [1.2002, -0.6499, -2.9276], [2.2339, -1.8402, -2.1184], [1.4375, -1.3862, 0.0270], [-0.0073, -0.5846, -0.5296], [1.5135, 1.3113, -2.3455], [2.6316, 2.1193, -1.4926], [-0.4157, 0.9705, 0.8155], [1.3072, 2.2818, 1.3257], [-0.7934, 2.9846, -1.1175], [3.3679, 2.6517, 0.8898], [4.7298, 1.9553, 0.2671], [1.5590, -0.1924, 2.0188], [1.5632, -1.1830, -8.1611], [1.4197, 0.1965, -7.9049], [0.2014, 0.5772, -7.3045], [0.4123, 1.5852, -6.1957], [1.0777, 1.0767, -5.0426], [2.4724, 0.8090, -5.1082], [3.3669, 2.0289, -5.1639], [3.2972, 2.6753, -6.4120], [3.2259, 4.0838, -6.3647], [1.0758, -1.4755, -9.0965], [2.6289, -1.3913, -8.2452], [1.1465, -1.7870, -7.3472], [-0.3294, -0.2980, -6.9118], [-0.4466, 1.0514, -8.0536], [-0.5794, 1.8706, -5.8373], [0.9037, 2.4807, -6.5771], [2.7329, 0.1096, -5.9030], [2.6727, 0.3116, -4.1546], [4.3953, 1.6847, -4.9848], [3.0988, 2.7213, -4.3536], [2.5641, 4.4238, -5.5601], [2.8221, 4.4208, -7.3177], [4.2130, 4.5356, -6.2228], [-5.7583, 0.1284, 6.8532], [-4.4916, -0.0814, 7.4344], [-3.9484, -1.3712, 7.2506], [-2.4794, -1.3252, 6.8892], [-2.1875, -0.7965, 5.6021], [-2.3623, 0.5873, 5.3598], [-1.3948, 1.5111, 6.0708], [-1.6356, 1.5685, 7.4566], [-0.4872, 1.5189, 8.2735], [-6.5662, -0.2417, 7.4930], [-5.8847, 1.2025, 6.7219], [-5.8375, -0.3598, 5.8755], [-4.5001, -1.9179, 6.4770], [-4.0329, -1.9408, 8.1858], [-2.1401, -2.3625, 6.8394], [-1.9047, -0.8245, 7.6698], [-3.3922, 0.9025, 5.5370], [-2.1617, 0.6972, 4.2883], [-1.5276, 2.5134, 5.6377], [-0.3653, 1.1899, 5.8667], [0.2416, 0.7929, 7.8964], [-0.8079, 1.2107, 9.2672], [-0.0003, 2.4969, 8.3505]], "forces_ev_per_angstrom": [[-0.11, -0.13, 0.09], [0.16, -0.09, 0.03], [-0.03, 0.07, -0.07], [0.14, 0.03, 0.09], [-0.40, -0.02, 0.00], [0.16, -0.08, -0.13], [-0.19, -0.05, 0.29], [0.32, -0.11, 0.03], [-0.28, 0.25, 0.24], [0.06, -0.11, -0.17], [0.13, -0.10, -0.27], [-0.13, 0.01, 0.29], [-0.17, -0.26, -0.01], [-0.09, 0.13, -0.82], [0.07, 0.42, 0.06], [-0.02, 0.02, 0.00], [0.09, 0.08, -0.01], [-0.03, 0.06, -0.01], [-0.04, -0.02, 0.05], [-0.01, 0.00, 0.00], [-0.01, 0.11, 0.00], [-0.04, -0.02, -0.02], [0.11, -0.05, 0.12], [0.05, -0.01, -0.09], [-0.05, 0.00, -0.10], [0.14, -0.05, 0.01], [-0.10, 0.04, 0.05], [0.09, 0.17, -0.22], [-0.19, -0.03, 0.05], [0.00, 0.11, -0.11], [0.02, 0.05, -0.05], [-0.03, 0.02, 0.06], [0.08, -0.04, 0.11], [0.00, 0.04, -0.01], [0.07, 0.01, -0.19], [0.01, -0.09, 0.46], [0.16, -0.02, 0.19], [-0.07, -0.29, -0.01], [-0.05, -0.01, -0.11], [0.14, 0.02, 0.23], [-0.09, 0.01, -0.12], [-0.09, 0.02, -0.04], [-0.02, -0.03, 0.16], [0.06, -0.10, 0.18], [0.14, 0.01, 0.02], [-0.25, -0.06, -0.03], [0.11, 0.03, 0.01], [-0.03, 0.00, 0.02], [-0.01, 0.01, -0.03], [0.03, 0.00, 0.01], [0.05, -0.01, 0.04], [-0.05, -0.06, 0.01], [0.02, 0.05, 0.00], [0.12, -0.07, -0.02], [-0.13, 0.12, -0.15], [0.22, -0.03, -0.09], [0.00, 0.05, 0.07], [-0.05, 0.01, -0.02], [-0.02, 0.00, -0.02], [0.03, 0.00, -0.01], [0.00, -0.01, 0.04], [-0.08, -0.04, 0.08], [0.16, 0.11, -0.18], [-0.07, -0.08, 0.12], [-0.02, -0.06, 0.06], [0.09, -0.08, -0.13], [-0.05, 0.03, -0.07], [0.04, 0.13, -0.01], [-0.08, -0.22, 0.01], [0.03, 0.10, 0.01], [0.01, -0.04, -0.01], [-0.01, 0.00, 0.03], [0.01, 0.03, -0.01], [0.02, 0.04, -0.04], [-0.05, -0.05, -0.04], [0.05, 0.02, 0.02], [-0.08, 0.12, -0.03], [0.03, 0.00, 0.14], [-0.06, 0.03, -0.01], [0.08, 0.00, -0.03], [-0.01, -0.05, 0.03], [-0.02, -0.02, 0.02], [0.00, 0.03, 0.00], [0.01, 0.00, -0.03]], "mulliken_charge": [-0.373, -0.593, -0.116, -0.861, -0.755, -0.797, 0.328, -0.695, 0.515, -0.637, 0.480, -0.712, 0.294, -0.458, -0.422, -0.197, 0.338, 0.217, 0.363, 0.346, 0.418, 0.372, 0.395, 0.343, 0.369, 0.515, -0.496, 0.451, 0.255, 0.173, 0.253, 0.349, 0.055, 0.131, 0.269, 0.258, 0.310, 0.367, -0.724, -0.325, -0.601, -0.390, -0.361, -0.238, -0.725, -0.305, -0.767, 0.314, 0.243, 0.305, 0.319, 0.418, 0.379, 0.174, 0.121, 0.478, 0.390, 0.323, 0.352, 0.249, 0.312, -0.781, -0.308, -0.552, -0.311, -0.344, -0.236, -0.608, -0.294, -0.787, 0.310, 0.242, 0.356, 0.325, 0.395, 0.413, 0.086, 0.124, 0.331, 0.390, 0.342, 0.361, 0.240, 0.313]}